Entry from the Open Molecules 2025 dataset: an isolated molecule of C22H29ClN6O2 (the ωB97M-V functional and the def2-TZVPD basis).

CARTESIAN COORDINATES (ANGSTROEM)
C -2.78480 -1.94780 3.23004
C -2.43425 -2.78148 2.00390
C -2.88095 -2.09914 0.71296
C -2.46357 -2.89618 -0.52226
C -2.85223 -2.23054 -1.84688
H -3.78522 -1.67760 -1.73314
H -3.01644 -2.99671 -2.60632
C -1.77631 -1.29083 -2.40204
N -1.53019 -0.16787 -1.53209
C -0.56314 0.00657 -0.59686
N -0.78733 1.05715 0.18521
C -1.94415 1.58775 -0.26137
C -2.43759 0.85813 -1.33239
C -3.64129 1.22278 -2.00762
O -4.17903 0.68865 -2.95671
N -4.19282 2.36022 -1.41060
C -3.74315 3.11871 -0.34656
O -4.35082 4.09146 0.03906
N -2.56892 2.69144 0.23449
C -2.00118 3.41294 1.35073
H -1.02319 3.80976 1.07763
H -2.68020 4.22613 1.59882
H -1.88570 2.74152 2.20127
H -5.05604 2.69524 -1.82394
N 0.48592 -0.87034 -0.43806
C 1.12558 -0.83130 0.86673
H 0.35032 -0.73570 1.62594
C 2.13254 0.31583 1.00943
N 3.10450 0.21267 -0.05769
C 4.39846 0.67410 0.10660
C 5.38764 0.29637 -0.80967
C 6.69341 0.70513 -0.63274
C 7.07427 1.48177 0.44883
C 6.10018 1.84622 1.36137
C 4.78437 1.45860 1.19871
H 4.05240 1.78927 1.91767
H 6.37082 2.45651 2.20993
H 8.09964 1.78919 0.57069
Cl 7.88419 0.21600 -1.79146
H 5.14723 -0.33470 -1.65011
C 2.46736 0.25737 -1.35508
H 3.21158 0.21692 -2.14795
C 1.48881 -0.91385 -1.49422
H 1.00951 -0.86828 -2.47211
H 2.02696 -1.86103 -1.39814
H 1.89866 1.19734 -1.46165
H 2.63398 0.21300 1.97117
H 1.58631 1.26920 0.97698
H 1.64406 -1.78634 0.99201
H -0.84728 -1.84575 -2.53290
H -2.11344 -0.89876 -3.36557
H -1.38252 -3.05306 -0.49976
H -2.93896 -3.87800 -0.46733
H -2.44809 -1.09962 0.68448
H -3.96783 -1.98724 0.71944
H -1.35331 -2.93862 1.96926
H -2.90930 -3.76194 2.08074
H -2.45456 -2.44355 4.13984
H -2.30498 -0.97238 3.17617
H -3.85990 -1.79531 3.29315

Atoms 1-2, force components in eV/Å:
0.1 -0.2 -0.1
-0.2 0.3 0.0

Summary:
- Net charge: 0
- SMILES: CCCCCCn1c(N2CCN(c3cccc(Cl)c3)CC2)nc2c1c(=O)[nH]c(=O)n2C
- LUMO energy: 0.5 eV
- HOMO-LUMO gap: 8.5 eV

---

Entry from the Open Molecules 2025 dataset: a structure of composition C22H29CrN7O10S5 (the ωB97M-V functional and the def2-TZVPD basis).

CARTESIAN COORDINATES (ANGSTROEM)
Cr -1.05486 -1.10320 0.57521
S 1.03025 -1.88725 0.82886
C 1.63800 -3.26920 -0.10555
S 0.67221 -4.50262 -0.70297
C 3.03622 -3.25489 -0.25294
C 3.72219 -4.30247 -0.93244
N 4.27653 -5.14687 -1.48844
C 3.84237 -2.15957 0.15566
N 4.50270 -1.24512 0.41464
O -1.64045 0.20610 4.67004
S -1.85026 -0.80882 3.67371
O -1.50280 -2.15447 3.99774
O -1.23607 -0.31695 2.37314
C -3.61018 -0.75108 3.29693
C -4.33274 0.22215 3.98309
C -5.69223 0.38432 3.77426
C -6.35108 -0.43106 2.86862
C -5.64195 -1.39560 2.17472
C -4.27409 -1.56707 2.37719
S -3.57446 -2.87945 1.36529
O -3.89342 -4.11573 2.00263
O -4.17472 -2.64417 0.05096
O -2.10550 -2.63791 1.28204
H -3.79744 0.84177 4.68815
H -6.23323 1.14648 4.32019
H -7.41417 -0.31813 2.69901
H -6.14012 -2.03069 1.45472
N -1.45375 -2.12294 -1.24775
C -1.48695 -1.74687 -2.66951
C -2.53276 -0.68101 -2.96411
C -2.19987 0.68493 -2.34481
C -2.97338 1.03233 -1.08405
N -2.86397 0.01408 -0.01989
H -0.81685 -2.93623 -1.13947
H -2.37497 -2.49975 -1.01817
H -1.69115 -2.64076 -3.26517
H -0.50461 -1.39084 -2.97609
H -3.51113 -1.03648 -2.62049
H -2.61164 -0.58228 -4.04841
H -2.39658 1.48231 -3.06524
H -1.13128 0.72327 -2.12743
H -4.02952 1.17567 -1.33582
H -2.60719 1.98040 -0.68626
H -3.49987 -0.76165 -0.22071
H -3.21282 0.41654 0.84749
C 6.36030 0.50501 -2.02644
C 6.57672 1.57194 -0.96654
S 5.40697 2.90889 -1.05765
O 5.90679 4.00160 -0.26225
O 5.06515 3.14360 -2.44392
C 3.95053 2.24670 -0.25822
C 2.69499 2.86077 -0.86567
N 1.50352 2.26871 -0.24622
C 1.05438 1.02772 -0.52928
N -0.03695 0.73999 0.18427
C -0.29979 1.83188 0.95530
C 0.63870 2.77889 0.70436
N 0.75410 4.04938 1.35229
O 1.75818 4.71405 1.16000
O -0.17592 4.38270 2.05612
C 1.70200 0.15746 -1.54004
H 7.21338 -0.17264 -2.03713
H 6.26001 0.95738 -3.01163
H 5.47567 -0.09203 -1.81173
H 7.54097 2.07398 -1.06447
H 6.49484 1.17648 0.04809
H 4.03476 2.48106 0.80208
H 3.97882 1.16292 -0.37926
H 2.65574 2.67529 -1.93606
H 2.66998 3.93016 -0.70410
H -1.08510 1.85792 1.68825
H 1.99277 0.72950 -2.42220
H 1.02158 -0.63420 -1.82777
H 2.58450 -0.32431 -1.11876

Atoms 1-2, force components in eV/Å:
0.2 -0.2 0.2
-0.2 0.2 -0.1

Summary:
- Net charge: -1
- Spin multiplicity: 2
- <S²>: 0.78
- LUMO energy (alpha / beta): 0.9 / 1.0 eV
- HOMO-LUMO gap (alpha / beta): 6.1 / 6.2 eV

---

Energy above the lowest of the compared OMol25 structures with the same formula, charge and spin across the listed records, respectively: 0.000; 0.000 eV.